Here is a cluster of 6 separate species, C39H75F3O10 in total from the Open Molecules 2025 dataset. Energies are from ωB97M-V/def2-TZVPD.

Last column: Löwdin charge in e.
Positions of all 127 atoms, in Å:
C (7.48, 1.69, 0.88)  -0.07
C (8.72, 1.39, 0.05)  -0.28
O (8.56, 1.37, -1.35)  -0.14
C (7.75, 0.31, -1.82)  -0.19
C (7.53, 0.52, -3.32)  -0.17
O (6.22, 0.91, -3.64)  -0.12
C (6.01, 2.26, -3.35)  -0.15
C (4.61, 2.70, -3.70)  -0.02
C (4.30, 4.01, -3.78)  -0.10
C (5.26, 5.12, -3.49)  -0.09
C (5.48, 5.22, -1.95)  -0.10
C (4.45, 6.13, -1.35)  -0.19
F (3.21, 6.17, -1.91)  0.08
C (4.74, 6.89, -0.25)  -0.25
F (5.17, 6.34, 0.91)  0.12
F (4.66, 8.23, -0.21)  0.13
C (2.91, 4.38, -4.19)  -0.32
O (2.69, 5.36, -4.91)  0.10
C (1.85, 3.48, -3.68)  0.06
C (2.14, 2.17, -3.55)  -0.12
C (1.19, 1.14, -3.03)  -0.13
C (-0.13, 1.72, -2.54)  -0.20
C (0.01, 2.45, -1.20)  -0.19
C (-0.11, 1.47, -0.05)  -0.28
O (0.25, 2.03, 1.19)  -0.05
C (3.51, 1.72, -3.97)  -0.25
O (3.66, 0.61, -4.48)  0.13
H (6.74, 0.91, 0.77)  0.07
H (7.11, 2.66, 0.56)  0.07
H (7.81, 1.76, 1.90)  0.07
H (9.42, 2.20, 0.23)  0.12
H (9.22, 0.49, 0.42)  0.12
H (6.76, 0.32, -1.38)  0.12
H (8.19, -0.67, -1.64)  0.13
H (7.80, -0.37, -3.86)  0.13
H (8.22, 1.30, -3.64)  0.13
H (6.69, 2.84, -3.99)  0.14
H (6.29, 2.51, -2.33)  0.12
H (4.83, 6.06, -3.80)  0.12
H (6.20, 4.94, -3.98)  0.12
H (6.48, 5.51, -1.68)  0.12
H (5.31, 4.23, -1.54)  0.10
H (0.91, 3.94, -3.45)  0.12
H (1.03, 0.40, -3.80)  0.13
H (1.68, 0.66, -2.19)  0.13
H (-0.51, 2.41, -3.27)  0.10
H (-0.86, 0.94, -2.40)  0.11
H (0.96, 2.98, -1.15)  0.11
H (-0.81, 3.16, -1.12)  0.12
H (-1.15, 1.17, 0.03)  0.12
H (0.47, 0.58, -0.28)  0.11
H (1.17, 2.28, 1.17)  0.08
C (2.27, -0.94, 4.48)  -0.07
C (3.44, -1.13, 3.54)  -0.27
O (3.84, 0.04, 2.83)  -0.17
C (4.25, 1.14, 3.61)  -0.29
C (5.44, 0.86, 4.51)  -0.08
H (1.41, -0.55, 3.94)  0.08
H (2.00, -1.89, 4.94)  0.08
H (2.50, -0.24, 5.29)  0.07
H (3.17, -1.85, 2.76)  0.12
H (4.30, -1.56, 4.07)  0.11
H (3.40, 1.53, 4.20)  0.11
H (4.52, 1.92, 2.90)  0.11
H (5.22, 0.09, 5.25)  0.07
H (5.74, 1.76, 5.05)  0.08
H (6.28, 0.51, 3.92)  0.07
C (-1.99, -3.93, 1.18)  -0.08
C (-0.83, -3.49, 2.05)  -0.28
O (-0.92, -2.15, 2.49)  -0.17
C (-2.05, -1.82, 3.27)  -0.28
C (-2.17, -2.62, 4.56)  -0.08
H (-2.08, -3.28, 0.31)  0.08
H (-1.84, -4.95, 0.83)  0.08
H (-2.94, -3.90, 1.72)  0.06
H (0.09, -3.55, 1.47)  0.11
H (-0.71, -4.17, 2.90)  0.11
H (-2.97, -1.92, 2.68)  0.10
H (-1.95, -0.76, 3.51)  0.12
H (-2.29, -3.69, 4.37)  0.07
H (-3.03, -2.28, 5.14)  0.08
H (-1.27, -2.49, 5.17)  0.07
C (-7.98, -1.99, 1.08)  -0.07
C (-6.48, -1.88, 1.23)  -0.28
O (-5.77, -3.04, 0.84)  -0.17
C (-5.92, -3.44, -0.51)  -0.28
C (-5.48, -2.40, -1.52)  -0.08
H (-8.36, -2.84, 1.65)  0.08
H (-8.47, -1.08, 1.44)  0.06
H (-8.28, -2.13, 0.04)  0.07
H (-6.23, -1.72, 2.28)  0.12
H (-6.10, -1.00, 0.69)  0.11
H (-6.96, -3.75, -0.69)  0.11
H (-5.31, -4.34, -0.62)  0.12
H (-6.07, -1.49, -1.45)  0.07
H (-5.58, -2.79, -2.53)  0.08
H (-4.43, -2.13, -1.35)  0.07
C (2.65, -4.65, -2.19)  -0.08
C (1.79, -5.54, -1.31)  -0.28
O (0.43, -5.17, -1.28)  -0.17
C (-0.26, -5.19, -2.51)  -0.28
C (-0.28, -6.55, -3.19)  -0.08
H (2.57, -3.61, -1.88)  0.08
H (3.70, -4.95, -2.13)  0.08
H (2.35, -4.69, -3.24)  0.07
H (2.14, -5.46, -0.28)  0.12
H (1.90, -6.59, -1.60)  0.11
H (0.15, -4.43, -3.19)  0.11
H (-1.28, -4.89, -2.29)  0.11
H (0.72, -6.90, -3.45)  0.07
H (-0.87, -6.51, -4.11)  0.08
H (-0.73, -7.30, -2.52)  0.08
C (-10.08, 2.94, 2.46)  -0.08
C (-10.21, 1.80, 1.47)  -0.28
O (-10.69, 0.59, 2.03)  -0.17
C (-11.98, 0.65, 2.62)  -0.28
C (-13.09, 1.06, 1.66)  -0.08
H (-9.43, 2.65, 3.29)  0.08
H (-9.66, 3.81, 1.97)  0.08
H (-11.04, 3.22, 2.88)  0.07
H (-9.23, 1.56, 1.06)  0.11
H (-10.83, 2.09, 0.61)  0.11
H (-11.97, 1.31, 3.50)  0.11
H (-12.18, -0.35, 2.99)  0.12
H (-12.94, 2.06, 1.27)  0.07
H (-14.05, 1.03, 2.17)  0.08
H (-13.12, 0.37, 0.81)  0.08

Results
structure (SMILES)	CCOCCOCC1=C(CCC(F)=C(F)F)C(=O)C=C(CCCCO)C1=O.CCOCC.CCOCC.CCOCC.CCOCC.CCOCC
LUMO energy	-0.776	eV
spin multiplicity	1